Entry 1:
Here is a cluster of 2 separate species, C3H8N4 in total in a non-equilibrium geometry from OMol25. Energies are from ωB97M-V with the def2-TZVPD basis set.

E_LUMO = 0.0276 Ha
Relative energy (zero: lowest compared OMol25 entry of this formula, charge and spin) = 61.2 kcal/mol
Highest occupied orbital energy = -8.2 eV
Kohn-Sham gap = 0.3305 Ha
E = -338.05633 a.u.
Maximum force = 5.755 eV Å⁻¹

Structure (ORCA input):
```
! wB97M-V def2-TZVPD RIJCOSX def2/J DEFGRID3
* xyz 0 1
H 1.9229 -1.2950 -0.5916
N 1.5647 -0.5739 -1.2062
C 0.5262 0.0488 -0.7706
N -0.1684 0.7656 -1.7449
N -0.3033 -0.5216 0.2828
C 0.0720 -1.6099 1.1507
H 0.0375 0.4737 -2.6875
H -1.1229 1.0171 -1.5407
H -1.2943 -0.3241 0.2476
H -0.2669 -2.5720 0.7480
H -0.4029 -1.4707 2.1213
H 1.1477 -1.6448 1.3244
C -0.3763 2.4814 0.8222
N -1.2671 1.7308 0.8932
H -0.0690 3.4945 0.9513
*
```

---

Entry 2:
Here is the ion C3H8N4 with charge +2 in a non-equilibrium geometry from OMol25. Energies are from ωB97M-V with the def2-TZVPD basis set.

E_LUMO = -0.4128 Ha
Relative energy (zero: lowest compared OMol25 entry of this formula, charge and spin) = 106.1 kcal/mol
Highest occupied orbital energy = -17.6 eV
Kohn-Sham gap = 0.2326 Ha
E = -337.27039 a.u.
Maximum force = 6.762 eV Å⁻¹

Structure (ORCA input):
```
! wB97M-V def2-TZVPD RIJCOSX def2/J DEFGRID3
* xyz 2 1
H 3.0529 -1.5662 -0.0528
N 2.7617 -0.5837 0.0945
N 1.6086 -0.3539 -0.1644
C 1.0451 0.8949 0.1305
N -0.4270 0.6356 0.2180
C -1.2130 -0.2282 1.0997
N -1.6387 -0.9100 0.0432
C -1.0643 -0.0981 -0.9728
H 1.1418 1.4579 -0.7607
H 1.4465 1.4419 0.9932
H -0.8559 1.6461 0.5090
H -1.4636 -0.3987 2.0935
H -2.2776 -1.7212 -0.0252
H -1.7725 0.4337 -1.6207
H -0.3442 -0.6500 -1.5851
*
```

---

Entry 3:
Here is the molecule C3H8N4O in a non-equilibrium geometry from OMol25. Energies are from ωB97M-V with the def2-TZVPD basis set.

E_LUMO = 0.0281 Ha
Relative energy (zero: lowest compared OMol25 entry of this formula, charge and spin) = 149.6 kcal/mol
Highest occupied orbital energy = -9.0 eV
Kohn-Sham gap = 0.3586 Ha
E = -413.17759 a.u.
Maximum force = 10.836 eV Å⁻¹

Structure (ORCA input):
```
! wB97M-V def2-TZVPD RIJCOSX def2/J DEFGRID3
* xyz 0 1
H 1.1742 0.4957 -2.9797
N 0.4987 0.3096 -2.1483
C 0.1022 1.3043 -1.6406
N -0.4174 1.3883 -0.3501
C -0.2438 0.2953 0.3353
N 0.0253 -0.7744 -0.1360
C 0.3025 -1.8919 0.7228
N -0.6541 0.3271 1.6352
O -1.0449 1.5875 2.0555
H 0.6268 2.3411 -2.1588
H 0.5920 -0.6629 -1.1455
H -0.4793 -2.7646 0.7654
H 1.4765 -2.3448 0.2989
H 0.6581 -1.3871 1.7097
H -1.3975 -0.1829 1.9103
H -1.2193 1.9597 1.1259
*
```

---

> What is the formula in the second record?

C3H8N4

---

> Number 2 is which compound?

C3H8N4

---

> relative energy (zero: lowest compared OMol25 entry of this formula, charge and spin) of number 3 (C3H8N4O)?

149.6 kcal/mol